C72H140N10O7S | ωB97M-V/def2-TZVPD

Summary:
orbital gap: 8.419 eV

The geometry in ORCA input format:
```
! wB97M-V def2-TZVPD RIJCOSX def2/J DEFGRID3
* xyz 0 1
C -1.332 4.454 -0.998
C -2.809 4.101 -1.415
C -3.663 5.305 -1.717
C -3.161 5.938 -3.025
C -3.398 4.890 -4.153
C -2.682 3.600 -3.883
N -2.935 3.161 -2.505
O -2.197 1.962 -2.229
C -3.361 2.667 -4.889
C -1.148 3.686 -4.240
C -3.353 3.439 -0.182
H -1.306 4.704 0.033
H -0.949 5.312 -1.566
H -0.685 3.627 -1.194
H -4.704 4.925 -1.753
H -3.524 5.999 -0.970
H -2.152 6.214 -2.901
H -3.711 6.831 -3.363
H -3.022 5.189 -5.115
H -4.480 4.723 -4.207
H -4.431 2.754 -4.700
H -3.214 3.032 -5.916
H -3.023 1.635 -4.845
H -0.963 3.604 -5.288
H -0.746 4.615 -3.830
H -0.569 2.885 -3.901
H -2.807 2.529 -0.007
H -4.449 3.180 -0.194
H -3.288 4.060 0.751
H -2.817 1.246 -2.141
C -0.832 0.725 5.088
C -2.316 0.513 5.438
C -2.495 1.018 6.859
C -3.933 1.052 7.254
C -4.581 2.233 6.446
C -4.376 2.104 4.914
N -3.021 1.560 4.607
O -2.974 1.398 3.194
C -5.546 1.234 4.428
C -4.417 3.507 4.290
C -2.810 -0.958 5.112
H -0.196 -0.085 5.441
H -0.562 1.723 5.416
H -0.675 0.705 4.000
H -1.937 0.411 7.612
H -2.008 2.000 6.886
H -4.194 1.274 8.262
H -4.425 0.152 6.908
H -4.137 3.120 6.774
H -5.662 2.281 6.739
H -5.775 0.477 5.118
H -6.536 1.761 4.280
H -5.425 0.780 3.455
H -5.351 3.966 4.609
H -3.527 4.109 4.490
H -4.452 3.350 3.177
H -3.885 -0.994 5.386
H -2.104 -1.616 5.764
H -2.645 -1.073 4.041
H -2.307 2.053 2.882
C 5.388 -3.584 -3.225
C 5.219 -2.063 -3.148
C 4.587 -1.708 -1.798
C 4.537 -0.220 -1.548
C 5.991 0.272 -1.599
C 6.674 -0.057 -2.906
N 6.615 -1.518 -3.204
O 7.090 -1.789 -4.525
C 6.040 0.943 -3.958
C 8.140 0.327 -2.776
C 4.281 -1.721 -4.339
H 4.423 -4.034 -3.366
H 6.034 -4.053 -2.457
H 5.840 -3.696 -4.174
H 3.608 -2.214 -1.971
H 5.049 -2.281 -0.979
H 4.220 -0.018 -0.534
H 3.987 0.357 -2.282
H 6.539 -0.069 -0.700
H 6.110 1.380 -1.418
H 6.398 0.665 -4.942
H 4.957 1.017 -3.867
H 6.361 1.974 -3.795
H 8.783 -0.121 -3.548
H 8.261 1.394 -2.794
H 8.511 0.009 -1.761
H 4.689 -1.720 -5.369
H 3.687 -0.798 -4.052
H 3.579 -2.553 -4.327
H 7.960 -2.168 -4.329
C -0.398 -5.664 -4.649
C -0.758 -5.279 -3.116
C 0.563 -5.449 -2.383
C 1.517 -4.288 -2.546
C 0.747 -3.082 -2.083
C -0.486 -2.818 -2.969
N -1.364 -3.952 -2.842
O -2.459 -3.864 -3.694
C -1.164 -1.557 -2.448
C -0.086 -2.553 -4.451
C -1.640 -6.397 -2.659
H -0.990 -5.096 -5.379
H -0.716 -6.650 -4.833
H 0.682 -5.553 -4.887
H 0.359 -5.646 -1.363
H 1.057 -6.378 -2.699
H 1.744 -4.159 -3.646
H 2.464 -4.401 -1.979
H 1.427 -2.261 -2.120
H 0.390 -3.121 -1.018
H -1.775 -1.030 -3.143
H -1.578 -1.654 -1.411
H -0.373 -0.819 -2.287
H 0.795 -3.086 -4.834
H -0.999 -2.820 -5.033
H 0.006 -1.486 -4.605
H -2.134 -6.190 -1.724
H -1.069 -7.309 -2.600
H -2.422 -6.687 -3.313
H -3.257 -3.734 -3.161
C -0.880 -6.868 1.123
C -1.993 -5.998 1.501
C -1.617 -4.592 1.062
C -2.802 -3.671 1.143
C -3.982 -4.037 0.309
C -4.427 -5.510 0.526
N -3.128 -6.317 0.545
O -3.493 -7.633 0.791
C -5.177 -5.672 1.839
C -5.294 -5.881 -0.663
C -2.318 -6.283 2.990
H 0.078 -6.547 1.548
H -0.787 -6.756 0.009
H -1.048 -7.905 1.381
H -0.719 -4.258 1.607
H -1.381 -4.701 -0.014
H -2.475 -2.655 0.816
H -3.060 -3.448 2.196
H -3.742 -3.904 -0.718
H -4.918 -3.500 0.565
H -4.913 -6.597 2.381
H -4.886 -4.870 2.510
H -6.307 -5.594 1.815
H -6.109 -5.111 -0.837
H -4.685 -6.167 -1.487
H -5.827 -6.791 -0.293
H -2.907 -5.515 3.421
H -1.336 -6.413 3.429
H -2.843 -7.236 2.993
H -3.009 -8.202 0.184
C 0.843 5.904 2.674
C 2.155 5.938 1.943
C 3.257 6.061 2.959
C 4.639 5.795 2.433
C 4.625 4.431 1.773
C 3.588 4.257 0.695
N 2.310 4.629 1.307
O 1.323 4.437 0.270
C 4.096 5.085 -0.545
C 3.484 2.858 0.184
C 2.114 7.221 0.981
H 0.015 5.609 2.028
H 0.525 6.878 3.026
H 0.822 5.238 3.574
H 3.146 7.122 3.337
H 3.101 5.432 3.824
H 5.415 5.808 3.187
H 5.024 6.536 1.661
H 4.490 3.648 2.516
H 5.611 4.325 1.284
H 5.104 4.646 -0.794
H 3.501 5.064 -1.447
H 4.390 6.092 -0.343
H 3.050 2.817 -0.851
H 4.444 2.404 0.098
H 2.963 2.226 0.895
H 1.618 8.020 1.594
H 1.570 7.125 0.043
H 3.096 7.552 0.685
H 1.666 4.964 -0.452
N -4.546 0.484 0.821
C -5.738 1.023 0.432
C -5.960 0.674 -0.888
C -4.858 -0.087 -1.276
C -4.012 -0.183 -0.221
H -4.109 0.516 1.780
H -6.286 1.812 1.055
H -6.816 0.946 -1.447
H -4.579 -0.537 -2.236
H -3.021 -0.542 -0.165
N 2.727 2.641 -5.154
C 2.513 2.700 -3.844
C 1.680 1.626 -3.539
C 1.429 0.902 -4.730
C 2.134 1.612 -5.702
H 3.483 3.187 -5.632
H 3.051 3.419 -3.253
H 1.116 1.464 -2.593
H 0.801 0.005 -4.918
H 2.278 1.314 -6.740
N 2.825 1.176 3.767
C 2.491 2.486 4.000
C 2.847 2.820 5.284
C 3.511 1.706 5.820
C 3.511 0.711 4.879
H 2.711 0.731 2.867
H 2.168 3.069 3.098
H 2.642 3.719 5.796
H 3.946 1.477 6.802
H 3.866 -0.302 4.864
N 2.390 -2.852 2.646
C 1.864 -3.761 3.543
C 1.651 -4.886 2.831
C 2.135 -4.662 1.506
C 2.596 -3.397 1.433
H 2.532 -1.849 2.826
H 1.529 -3.425 4.474
H 1.244 -5.797 3.299
H 2.250 -5.264 0.632
H 3.194 -2.864 0.705
C 0.244 1.488 0.757
S 1.014 -0.156 0.435
O 2.307 -0.293 1.237
C -0.072 -1.274 1.367
H -0.656 1.561 0.161
H 1.031 2.213 0.464
H 0.107 1.493 1.843
H 0.031 -1.001 2.368
H 0.268 -2.298 1.232
H -1.123 -1.054 1.130
*
```


C2H2ClF2I | ωB97M-V/def2-TZVPD

Summary:
orbital gap: 9.405 eV

The geometry in ORCA input format:
```
! wB97M-V def2-TZVPD RIJCOSX def2/J DEFGRID3
* xyz 0 1
C 0.711 0.801 0.407
C -0.512 -0.614 -0.537
F 0.170 0.861 1.628
F 0.304 -1.190 -1.390
Cl -1.735 0.224 -1.351
I -1.026 -1.875 1.051
H 1.683 0.131 0.411
H 0.405 1.663 -0.219
*
```


| no. | HOMO level (eV) | LUMO level (eV) |
| --- | --- | --- |
| 1 | -8.058 | 0.4 |
| 2 | -9.128 | 0.3 |